[1]
A molecular structure, C12H9F6N3O6PtS4, computed with ωB97M-V/def2-TZVPD.

Structure (XYZ):
```
41
Properties=species:S:1:pos:R:3:forces:R:3:lowdin_charge:R:1
Pt -0.3208 -1.2767 0.2425 0.127 -0.008 -0.218 1.1777
F -3.3307 -2.1454 0.4728 0.001 0.005 -0.016 0.1474
C -3.0310 -3.4056 0.7371 0.003 0.010 0.044 -0.6932
F -3.6607 -3.7915 1.8343 0.001 0.007 0.013 0.1698
F -3.3945 -4.1715 -0.2831 -0.001 -0.031 -0.022 0.1622
S -1.2095 -3.6619 0.9918 0.003 0.023 -0.121 0.6372
O -0.5604 -3.3137 -0.3050 -0.195 0.143 0.244 -0.4519
O -1.0589 -4.9925 1.4498 0.031 0.043 0.085 -0.2028
N -0.8373 -2.4068 1.9448 0.271 -0.467 -0.219 -0.4233
S 0.4439 -2.7087 3.0009 -0.414 0.131 0.071 0.6480
O 1.6740 -2.7157 2.2850 0.181 0.023 0.027 -0.2656
O 0.0853 -3.7553 3.8938 -0.004 -0.005 0.031 -0.2449
C 0.3668 -1.1057 3.9875 -0.020 -0.012 -0.048 -0.6764
F 0.1854 -1.4154 5.2619 0.024 -0.034 0.055 0.1576
F -0.6245 -0.3270 3.5863 -0.051 0.017 0.013 0.1420
F 1.5171 -0.4668 3.8519 0.040 0.042 -0.038 0.1589
O 0.7666 3.6590 -1.7381 -0.008 0.019 0.029 0.0610
C 0.4525 3.8708 -0.4479 0.007 -0.012 -0.030 -0.2612
C 0.4825 5.1888 0.0079 0.005 0.027 -0.009 -0.0116
C 0.1739 5.4832 1.3190 -0.001 -0.016 -0.007 -0.0747
C -0.1732 4.4715 2.2131 0.002 -0.001 -0.001 -0.0843
C -0.2050 3.1674 1.7705 -0.007 -0.002 0.009 -0.0171
C 0.1031 2.8439 0.4446 -0.019 -0.034 0.045 -0.0757
C 0.0556 1.4341 0.0361 0.046 -0.039 -0.162 -0.4014
O -0.2610 0.5549 0.9435 0.090 0.089 0.034 -0.1981
N 0.3297 1.1071 -1.1985 0.000 0.025 0.129 0.0154
N 0.2517 -0.2724 -1.3868 -0.054 0.046 0.074 -0.2644
C 0.6553 -0.6947 -2.5334 -0.078 -0.039 0.025 -0.8852
S 0.6800 -2.3886 -2.9416 0.006 0.023 0.000 0.9684
C 0.8818 -2.0787 -4.7164 -0.003 0.005 -0.001 -0.5058
C 1.7889 -0.8768 -4.8740 0.005 0.018 0.007 -0.5082
S 1.2002 0.4224 -3.7534 0.003 0.020 -0.032 0.9886
H 0.7047 2.6970 -1.9120 0.005 -0.007 -0.012 0.0451
H 0.7544 5.9625 -0.6974 0.000 0.002 0.003 0.1185
H 0.2033 6.5126 1.6528 0.001 0.002 -0.002 0.1054
H -0.4142 4.7049 3.2408 0.000 0.001 0.000 0.1012
H -0.4701 2.3627 2.4423 0.001 0.003 0.001 0.1103
H -0.0962 -1.9000 -5.1611 0.003 0.000 -0.004 0.0828
H 1.3194 -2.9743 -5.1550 -0.003 -0.006 0.006 0.0841
H 1.7522 -0.4756 -5.8860 0.001 -0.003 0.000 0.0826
H 2.8196 -1.1216 -4.6212 0.000 -0.006 -0.004 0.0816
```
Forces are in eV/Å.

Output
E_LUMO, eV: -0.2137
Energy relative to the best compared isomer or geometry (same formula, charge and spin), kJ/mol: 9.6
Frontier orbital gap, eV: 8.32
Total charge: 0



[2]
A molecular structure, C28H32BrN3ORhSi2 in a non-equilibrium geometry, computed with ωB97M-V/def2-TZVPD.

Structure (XYZ):
```
68
Properties=species:S:1:pos:R:3:forces:R:3:mulliken_spin:R:1
Rh -0.0617 -0.1342 0.0594 0.614 0.061 -0.051 0.9857
Br 3.4497 1.1100 6.5755 -0.162 -0.525 -1.082 0.0682
C 2.5165 0.9604 4.9243 -1.340 1.321 0.708 0.2210
C 1.6639 2.0596 4.6411 1.070 0.722 1.257 0.0893
C 0.8278 2.0794 3.5555 -0.247 1.117 0.735 0.0991
C 0.6960 0.9828 2.6978 0.901 -0.651 -0.806 0.2494
O -0.0494 1.1137 1.6452 0.762 -0.118 1.049 0.3118
C 1.5998 -0.1718 2.9852 0.266 0.429 0.146 0.0522
C 1.7388 -1.2869 2.1511 0.189 -0.647 0.233 0.3892
N 1.0218 -1.5293 1.0407 -0.341 -1.040 -0.057 0.1401
C 1.0354 -2.7915 0.4830 -0.004 -0.387 -0.465 -0.1717
C 1.5557 -3.9723 1.0671 -0.296 1.830 0.290 0.2215
C 1.5347 -5.1315 0.3268 -0.014 -0.982 -1.481 -0.0567
C 1.0592 -5.1467 -0.9782 0.026 -1.310 -0.101 0.1593
C 0.4542 -4.0409 -1.6144 -0.276 0.976 1.022 -0.0492
C -0.1579 -3.9938 -2.8928 -0.003 0.321 -0.482 0.0366
C -0.6936 -2.7964 -3.3723 0.590 -0.819 -0.171 -0.0192
C -0.7169 -1.6926 -2.5130 0.631 0.834 0.160 0.0374
N -0.1164 -1.6688 -1.3113 -0.844 -0.809 -0.601 -0.0388
C 0.4352 -2.8421 -0.8335 0.286 0.052 0.076 0.0636
C 2.4584 -0.1552 4.1021 0.112 -0.701 -0.045 0.1743
H 1.7854 2.8973 5.3584 -0.503 -0.397 -0.918 0.0142
H 0.2687 2.9946 3.3316 0.057 -0.480 0.054 -0.0035
H 2.4805 -2.0220 2.4539 -0.030 0.123 -0.099 0.0458
H 1.9621 -3.9388 2.0817 -0.222 -0.144 -0.429 0.0097
H 1.9231 -6.0906 0.6881 -0.094 0.603 0.166 -0.0018
H 1.1326 -6.1033 -1.5058 -0.178 0.423 0.021 0.0054
H -0.1934 -4.8948 -3.5194 0.195 0.416 0.282 0.0005
H -0.9580 -2.6786 -4.4487 -0.262 -0.196 1.221 0.0000
H -1.1529 -0.7446 -2.8405 0.146 -0.301 0.183 0.0034
H 3.0724 -1.0275 4.3777 -0.365 0.416 -0.499 0.0092
C 1.2719 0.9266 -2.9753 -0.119 1.176 0.574 0.0116
Si 1.9195 0.4030 -1.3591 0.231 -0.022 0.117 -0.0379
C 3.0111 -1.0782 -1.6879 -0.386 -1.394 0.852 -0.0052
C 2.9455 1.6647 -0.4921 -0.013 -0.183 1.083 -0.0036
C -1.4525 1.1223 -0.5730 -0.007 -1.667 0.088 0.3254
C -1.3639 2.4888 -0.8220 0.263 1.446 -0.163 0.1455
C -2.4957 3.3191 -1.1017 -0.190 -0.193 -0.007 0.2179
C -2.3103 4.6707 -1.3233 0.084 0.369 -0.513 -0.0795
C -1.0015 5.1924 -1.3526 -0.724 -0.429 0.903 0.1935
C 0.0295 4.3661 -0.8842 0.326 -0.543 -0.741 -0.0642
N -0.1071 3.0541 -0.7103 -0.760 0.070 0.126 0.1587
Si -2.9849 0.2985 0.1808 -1.610 1.432 -0.522 -0.0071
C -3.8370 1.6007 1.2714 0.756 0.056 0.231 0.0138
C -2.8367 -1.1998 1.2550 0.558 0.196 0.359 0.0130
C -4.1201 -0.1652 -1.2787 0.244 -0.198 0.837 0.0511
H 2.0721 1.5126 -3.4421 -0.230 -0.063 -0.157 -0.0005
H 0.3822 1.5315 -2.8253 -0.030 0.179 -0.343 -0.0063
H 1.0587 0.0504 -3.5212 -0.272 -0.844 -0.999 0.0035
H 3.9851 -0.7053 -2.0228 -0.107 -0.035 -0.018 0.0005
H 2.6010 -1.7891 -2.4416 0.281 0.615 0.356 0.0002
H 3.1725 -1.6939 -0.7608 0.079 0.599 -0.779 0.0066
H 3.6730 2.0287 -1.2322 -0.156 0.048 0.192 -0.0021
H 3.5177 1.0929 0.2927 -0.478 0.896 -0.454 -0.0012
H 2.3210 2.4957 -0.0858 0.706 -0.671 -0.194 -0.0028
H -3.5111 2.8944 -1.1848 0.778 0.200 0.188 0.0213
H -3.1773 5.3460 -1.5038 0.785 -0.695 -0.035 -0.0032
H -0.8719 6.2147 -1.6530 0.349 0.276 0.194 0.0102
H 1.0650 4.6920 -0.7048 -0.565 0.332 -0.305 0.0004
H -3.1101 2.1389 1.9247 -0.417 -0.332 -0.509 0.0028
H -4.5466 1.1091 1.9298 -0.188 -0.121 0.103 0.0009
H -4.3780 2.3354 0.6838 -0.057 0.116 0.032 -0.0015
H -2.1559 -1.0389 2.1145 -0.514 -0.219 -0.261 -0.0020
H -2.4553 -2.0042 0.6447 0.030 -0.675 0.038 -0.0026
H -3.8721 -1.4141 1.5878 0.641 -0.029 -0.060 0.0015
H -3.6942 -1.0262 -1.7980 -0.104 -0.013 -0.125 -0.0063
H -4.1999 0.6663 -1.9702 -0.132 0.072 -0.166 -0.0034
H -5.1156 -0.4440 -0.8952 0.284 0.109 -0.236 0.0049
```
Forces are in eV/Å.

Output
E_LUMO (alpha / beta), eV: -3.5650 / -6.0023
Frontier orbital gap (alpha / beta), eV: 5.20 / 4.99
Total charge: +1
2S+1: 5



Question: Which of these has the highest total charge?
Answer: C28H32BrN3ORhSi2